The following is a quantum chemistry calculation of a cluster of 3 separate species, C32H30ClNO4P in total, from the OMol25 dataset.

- Net charge: -1
- HOMO: -3.55 eV
- Gap between HOMO and LUMO: 4.3411 eV

Last column: Mulliken charge in e.
Element x y z (Å)
1 C 3.003 2.154 2.480  -1.321
2 C 2.286 0.825 2.726  -0.404
3 C 0.786 0.738 2.391  -0.444
4 Cl 0.577 -0.410 0.964  -0.297
5 P -0.287 2.422 2.002  -0.021
6 C -1.742 1.867 3.130  -1.057
7 N -2.811 1.109 2.469  -0.650
8 H 4.020 2.094 2.877  0.408
9 H 3.071 2.390 1.418  0.257
10 H 2.489 2.985 2.961  0.393
11 H 2.818 0.057 2.158  0.277
12 H 2.414 0.545 3.776  0.277
13 H 0.279 0.197 3.188  0.371
14 H 0.361 2.989 3.215  -0.055
15 H 0.819 2.849 1.154  -0.001
16 H -0.927 1.763 0.846  -0.232
17 H -1.005 3.688 1.715  0.118
18 H -2.163 2.793 3.534  0.464
19 H -1.369 1.278 3.973  0.445
20 H -2.376 0.315 2.000  0.264
21 H -3.164 1.673 1.697  0.277
22 C -10.494 -1.236 0.386  -0.468
23 C -10.468 0.042 -0.165  -0.457
24 C -9.265 0.608 -0.548  -0.573
25 C -8.079 -0.098 -0.380  0.231
26 C -8.105 -1.377 0.173  0.199
27 C -9.317 -1.943 0.553  -0.570
28 C -6.847 -2.161 0.370  0.593
29 O -6.885 -3.287 0.822  -0.676
30 C -5.567 -1.506 -0.004  0.206
31 C -4.375 -2.187 0.216  -0.735
32 C -3.169 -1.598 -0.121  -0.328
33 C -3.140 -0.326 -0.678  -0.477
34 C -4.324 0.360 -0.897  -0.615
35 C -5.540 -0.225 -0.564  0.347
36 C -6.794 0.537 -0.808  0.547
37 O -6.791 1.630 -1.333  -0.663
38 H -11.436 -1.677 0.685  0.385
39 H -11.390 0.594 -0.293  0.392
40 H -9.214 1.598 -0.980  0.471
41 H -9.306 -2.937 0.979  0.467
42 H -4.419 -3.172 0.662  0.458
43 H -2.236 -2.113 0.071  0.449
44 H -2.188 0.135 -0.907  0.286
45 H -4.325 1.357 -1.316  0.475
46 C 9.430 1.689 -2.313  -0.470
47 C 10.034 0.474 -2.620  -0.456
48 C 9.288 -0.691 -2.617  -0.573
49 C 7.933 -0.649 -2.305  0.193
50 C 7.329 0.569 -1.997  0.174
51 C 8.082 1.737 -2.004  -0.533
52 C 5.874 0.653 -1.655  0.546
53 O 5.355 1.722 -1.425  -0.640
54 C 5.106 -0.623 -1.612  0.397
55 C 3.764 -0.589 -1.247  -0.705
56 C 3.030 -1.763 -1.208  -0.420
57 C 3.632 -2.974 -1.530  -0.664
58 C 4.968 -3.015 -1.891  -0.563
59 C 5.712 -1.842 -1.932  0.261
60 C 7.148 -1.920 -2.313  0.617
61 O 7.675 -2.972 -2.613  -0.680
62 H 10.016 2.600 -2.316  0.389
63 H 11.089 0.439 -2.860  0.388
64 H 9.729 -1.650 -2.854  0.466
65 H 7.586 2.667 -1.761  0.490
66 H 3.309 0.357 -0.984  0.555
67 H 1.993 -1.723 -0.905  0.349
68 H 3.054 -3.889 -1.492  0.403
69 H 5.460 -3.945 -2.142  0.463